20
Properties=species:S:1:pos:R:3:forces:R:3:lowdin_charge:R:1 method="wB97M-V/def2-TZVPD" charge=0 energy_ha=-345.2031 homo_energy_ev=-6.996
C -1.2005 -0.3943 -0.5179 -0.700 2.857 1.112 -0.308
C 1.0310 -0.1052 0.5727 -1.657 3.465 -1.757 -0.257
C 0.1160 -1.0418 -0.1469 -0.649 -0.864 -0.073 -0.166
C -2.4754 -1.0485 -0.0850 -0.320 -0.430 -0.854 -0.034
C 2.5061 -0.2774 0.3501 0.064 0.138 -0.074 -0.109
N -1.1733 0.8626 -0.8673 0.713 -2.935 0.333 0.150
C 0.4729 1.5643 -0.3194 3.093 -2.459 0.776 -0.323
N 0.4526 2.6918 0.2410 -1.253 1.096 0.405 -0.006
H -2.0452 1.3724 -0.9416 -0.146 -0.044 -0.029 0.111
H 0.7122 0.1538 1.5795 0.119 -0.406 0.151 0.111
H -0.1837 2.7187 1.0402 0.509 -0.022 0.292 0.020
H 0.5679 -1.4224 -1.0696 0.151 -0.021 0.087 0.131
H -0.1381 -1.9031 0.4844 0.077 -0.234 -0.289 0.112
H 1.0726 1.4646 -1.2231 -0.163 0.044 -0.391 0.084
H -2.4854 -2.0843 -0.4280 -0.099 -0.079 0.138 0.084
H -2.5865 -1.0508 1.0042 0.327 0.036 -0.090 0.098
H -3.3464 -0.5460 -0.5114 0.072 -0.011 0.050 0.079
H 2.8013 -1.3300 0.3609 0.042 -0.022 0.119 0.072
H 2.8185 0.1204 -0.6287 -0.176 -0.055 0.116 0.076
H 3.0833 0.2553 1.1059 -0.004 -0.051 -0.021 0.075